# C3H2N2O2

A 2-piece molecular cluster, C3H2N2O2 overall in a non-equilibrium geometry (ωB97M-V/def2-TZVPD, the Open Molecules 2025 dataset).

Output
- Largest force on an atom: 0.0561 hartree/bohr
- Charge: 0
- Relative energy (zero: lowest compared OMol25 entry of this formula, charge and spin): 92.07 kcal per mole

Last column: natural (NBO) charge in e.
Cartesian coordinates (Å):
C  1.7104  0.9697  0.1384  0.881
C  -1.7097  0.6860  0.2522  0.610
C  -1.1192  1.9265  -0.2964  0.071
N  0.6845  1.2289  0.6880  -0.780
N  -1.4977  0.8885  -1.1034  -0.640
O  2.6158  0.6892  -0.5034  -0.477
O  -1.9882  -0.1597  1.0039  -0.531
H  0.5217  1.2009  1.7134  0.451
H  -1.3800  0.7470  -2.1212  0.414

=====

# C14H12Cl3F3N2

C14H12Cl3F3N2 in the gas phase in a non-equilibrium geometry (ωB97M-V/def2-TZVPD, the Open Molecules 2025 dataset).

Output
- Largest force on an atom: 0.0955 hartree/bohr
- Total energy: -2330.3286 Ha
- Structure (SMILES): FC(F)(F)c1cc(Cl)ccc1/N=C1\CCCN1C/C(Cl)=C/Cl
- Charge: 0

Last column: natural (NBO) charge in e.
Cartesian coordinates (Å):
F  0.3500  1.8756  -2.7743  -0.318
F  -1.2878  0.6484  -1.8326  -0.314
F  0.7125  -0.1459  -1.9623  -0.346
Cl  -5.9041  -4.0134  1.0364  0.082
Cl  -3.2853  -4.4820  -0.5930  -0.029
Cl  3.3683  4.1061  0.6051  0.029
N  -0.9543  0.2832  0.9177  -0.556
C  -4.9001  -2.7487  0.6751  -0.253
C  -3.6531  -2.9101  0.1548  -0.025
C  -0.5260  -0.9493  1.0868  0.493
C  1.6836  2.6254  1.8847  -0.199
C  0.6992  1.6822  1.9501  -0.219
C  1.6042  2.5064  -0.5169  -0.188
C  2.1676  2.9443  0.6208  -0.105
C  -0.0223  1.2500  0.7904  0.199
C  0.5167  1.5737  -0.4622  -0.183
N  -1.3643  -1.9748  0.8148  -0.393
C  0.0164  1.0211  -1.7732  0.982
C  -2.5905  -1.8820  -0.0629  -0.272
C  0.8167  -1.4417  1.2893  -0.508
C  -0.7114  -3.2406  1.1410  -0.221
C  0.4650  -2.8034  1.9548  -0.398
H  -5.1608  -1.7711  0.9127  0.224
H  2.0139  3.0487  2.7940  0.228
H  0.2428  1.3347  2.8599  0.217
H  2.0812  2.9098  -1.4143  0.243
H  -2.9774  -0.8679  -0.0236  0.264
H  -2.2150  -1.9430  -1.1096  0.222
H  1.5561  -0.9778  1.9773  0.247
H  1.3523  -1.4139  0.3203  0.254
H  -0.4068  -3.6838  0.2247  0.191
H  -1.2935  -4.0762  1.6736  0.212
H  1.3292  -3.4982  1.9055  0.224
H  0.2507  -2.6586  3.0261  0.214

=====

# C18H19CuN6OS

C18H19CuN6OS as an isolated structure in a non-equilibrium geometry (ωB97M-V/def2-TZVPD, the Open Molecules 2025 dataset).

Output
- Largest force on an atom: 0.0437 hartree/bohr
- Charge: +1
- 2S+1: 2
- ⟨S²⟩: 0.755
- Relative energy (zero: lowest compared OMol25 entry of this formula, charge and spin): 19.69 kcal per mole

Last column: Löwdin spin population.
Cartesian coordinates (Å):
Cu  0.0292  -0.2079  -0.5448  0.607
N  -3.2633  -2.7522  0.2440  0.007
C  -2.1682  -1.9956  0.2405  0.022
S  -2.2591  -0.4444  -0.5096  0.151
N  -1.0711  -2.4807  0.7944  0.021
N  0.0102  -1.7656  0.6858  0.107
C  1.1999  -2.1560  1.0216  0.005
C  1.4781  -3.5332  1.4765  0.002
C  0.9999  -4.0431  2.6765  0.001
C  1.2717  -5.3571  3.0178  0.000
C  1.9890  -6.1718  2.1589  0.001
C  2.4541  -5.6687  0.9553  0.000
C  2.2075  -4.3530  0.6180  0.001
C  2.2761  -1.2294  0.7351  0.002
C  3.6137  -1.5142  1.0248  -0.001
C  4.5949  -0.6382  0.6021  0.000
C  4.2168  0.5352  -0.0374  0.000
C  2.8677  0.7798  -0.2376  0.007
N  1.9267  -0.0833  0.1157  0.038
H  -4.1263  -2.3705  -0.1019  0.002
H  -3.2432  -3.6578  0.6829  0.001
H  0.4369  -3.4121  3.3456  0.000
H  0.9149  -5.7502  3.9561  0.000
H  2.1788  -7.2012  2.4179  0.000
H  3.0043  -6.3001  0.2761  0.000
H  2.5627  -3.9522  -0.3213  0.000
H  3.8633  -2.4147  1.5616  0.000
H  5.6374  -0.8748  0.7524  0.000
H  4.9559  1.2419  -0.3733  0.000
H  2.5308  1.6920  -0.7072  0.001
N  0.4237  -0.5104  -2.4923  0.024
C  1.0245  -1.3373  -3.0405  0.000
N  1.6938  -2.2101  -3.7014  0.000
C  3.0754  -1.9542  -4.0927  0.000
C  3.2932  -2.5515  -5.4877  0.000
O  2.9617  -3.9175  -5.4960  0.000
C  1.5978  -4.1104  -5.2135  0.000
C  1.2492  -3.5939  -3.8119  0.000
H  3.7558  -2.4340  -3.3783  0.000
H  3.2634  -0.8803  -4.0941  0.000
H  4.3431  -2.4811  -5.7784  0.000
H  2.6732  -2.0058  -6.2143  0.000
H  1.4179  -5.1850  -5.2763  0.000
H  0.9769  -3.5907  -5.9587  0.000
H  1.7630  -4.2019  -3.0577  0.000
H  0.1751  -3.6494  -3.6334  0.000

=====

# C7H11I2LaN2O5S

C7H11I2LaN2O5S as an isolated structure in a non-equilibrium geometry (ωB97M-V/def2-TZVPD, the Open Molecules 2025 dataset).

Output
- Largest force on an atom: 0.1342 hartree/bohr
- Total energy: -1784.3204 Ha
- Charge: -2

Last column: Löwdin charge in e.
Cartesian coordinates (Å):
C  1.6643  2.3258  0.0280  -0.226
I  3.1648  -0.7123  1.3083  -0.217
H  1.5674  3.2490  -0.5951  0.040
H  1.9761  1.4669  -0.6382  0.031
H  2.4150  2.4159  0.8543  0.062
C  -0.2409  -2.0582  -2.7212  -0.084
C  0.0107  -0.6457  -0.9463  -0.254
N  0.0432  -1.9519  -1.3586  -0.167
H  -0.8042  -0.4246  -4.1407  0.110
I  -2.9506  -0.3372  1.0465  -0.137
N  -0.4121  0.0361  -2.0553  -0.142
H  -0.2319  -3.0238  -3.2387  0.110
La  0.0192  -0.2853  1.7005  1.113
C  0.3515  2.1221  0.6566  -0.601
O  -0.6590  2.6327  1.0120  -0.075
C  -0.5168  -0.8149  -3.1593  -0.076
C  -0.7435  1.4362  -2.0774  -0.055
H  -1.3055  1.6523  -3.0023  0.087
H  0.1569  2.0705  -2.0717  0.076
H  -1.3717  1.7083  -1.2170  0.067
C  0.2401  -3.0924  -0.4925  -0.078
H  0.7769  -3.9006  -1.0227  0.089
H  -0.7210  -3.5155  -0.1385  0.093
H  0.8401  -2.8199  0.3936  0.021
O  -1.0768  1.6534  3.4983  -0.460
S  -0.7420  0.5519  4.4546  0.255
O  -1.7468  -0.5359  4.4401  -0.454
O  0.5033  -0.1440  3.7325  -0.749
O  -0.2068  0.9411  5.7503  -0.379

=====

Copy entry 4 word for word.
# C7H11I2LaN2O5S

C7H11I2LaN2O5S as an isolated structure in a non-equilibrium geometry (ωB97M-V/def2-TZVPD, the Open Molecules 2025 dataset).

Output
- Largest force on an atom: 0.1342 hartree/bohr
- Total energy: -1784.3204 Ha
- Charge: -2

Last column: Löwdin charge in e.
Cartesian coordinates (Å):
C  1.6643  2.3258  0.0280  -0.226
I  3.1648  -0.7123  1.3083  -0.217
H  1.5674  3.2490  -0.5951  0.040
H  1.9761  1.4669  -0.6382  0.031
H  2.4150  2.4159  0.8543  0.062
C  -0.2409  -2.0582  -2.7212  -0.084
C  0.0107  -0.6457  -0.9463  -0.254
N  0.0432  -1.9519  -1.3586  -0.167
H  -0.8042  -0.4246  -4.1407  0.110
I  -2.9506  -0.3372  1.0465  -0.137
N  -0.4121  0.0361  -2.0553  -0.142
H  -0.2319  -3.0238  -3.2387  0.110
La  0.0192  -0.2853  1.7005  1.113
C  0.3515  2.1221  0.6566  -0.601
O  -0.6590  2.6327  1.0120  -0.075
C  -0.5168  -0.8149  -3.1593  -0.076
C  -0.7435  1.4362  -2.0774  -0.055
H  -1.3055  1.6523  -3.0023  0.087
H  0.1569  2.0705  -2.0717  0.076
H  -1.3717  1.7083  -1.2170  0.067
C  0.2401  -3.0924  -0.4925  -0.078
H  0.7769  -3.9006  -1.0227  0.089
H  -0.7210  -3.5155  -0.1385  0.093
H  0.8401  -2.8199  0.3936  0.021
O  -1.0768  1.6534  3.4983  -0.460
S  -0.7420  0.5519  4.4546  0.255
O  -1.7468  -0.5359  4.4401  -0.454
O  0.5033  -0.1440  3.7325  -0.749
O  -0.2068  0.9411  5.7503  -0.379